1.
Entry from the OMol25 dataset: a single C24H38N4O5S2 molecule in a non-equilibrium geometry (wB97M-V/def2-TZVPD).

Results
Frontier orbital gap = 8.53 eV
Strongest force on any atom = 0.022 Eh/bohr
Total charge = 0
Structure (SMILES) = CC(C)CN(CCNC(=O)CN1C(=O)CSc2ccc(S(=O)(=O)N3CCOCC3)cc21)CC(C)C
LUMO energy = 0.01072 Eh
Total energy = -2328.95607 Ha
ΔE to the lowest compared entry with this formula, charge and spin = 0.055 eV
HOMO energy = -8.24 eV

Atoms and positions in Å:
C: 1.698 0.684 2.410
C: 2.282 0.001 1.177
C: 2.244 -1.514 1.345
C: 1.498 0.432 -0.073
N: 1.692 1.844 -0.348
C: 0.505 2.590 -0.687
C: 0.012 2.524 -2.153
N: -0.252 1.175 -2.607
C: -1.321 0.486 -2.193
O: -2.167 0.914 -1.431
C: -1.398 -0.934 -2.780
N: -0.314 -1.800 -2.341
C: 0.822 -1.823 -3.085
O: 0.977 -1.084 -4.041
C: 1.891 -2.794 -2.649
S: 1.184 -4.404 -2.190
C: 0.118 -3.762 -0.943
C: -0.120 -4.483 0.219
C: -0.905 -3.944 1.224
C: -1.443 -2.684 1.047
S: -2.297 -1.828 2.371
O: -2.812 -2.804 3.290
O: -1.386 -0.835 2.864
N: -3.514 -1.075 1.516
C: -4.798 -1.744 1.543
C: -5.604 -1.302 2.768
O: -5.736 0.102 2.807
C: -4.475 0.735 2.853
C: -3.622 0.367 1.638
C: -1.249 -1.972 -0.118
C: -0.472 -2.506 -1.139
C: 2.861 2.103 -1.167
C: 3.371 3.544 -1.060
C: 4.608 3.718 -1.938
C: 3.688 3.886 0.392
H: 2.320 0.495 3.281
H: 1.643 1.756 2.245
H: 0.698 0.305 2.612
H: 3.324 0.318 1.059
H: 2.675 -2.021 0.482
H: 2.811 -1.808 2.225
H: 1.218 -1.852 1.475
H: 1.800 -0.188 -0.935
H: 0.440 0.243 0.121
H: 0.680 3.645 -0.458
H: -0.302 2.242 -0.040
H: -0.920 3.093 -2.208
H: 0.743 2.971 -2.827
H: 0.396 0.733 -3.245
H: -2.349 -1.384 -2.490
H: -1.337 -0.867 -3.870
H: 2.433 -2.402 -1.785
H: 2.587 -2.954 -3.471
H: 0.329 -5.457 0.328
H: -1.091 -4.473 2.144
H: -5.333 -1.483 0.624
H: -4.616 -2.817 1.576
H: -5.091 -1.662 3.672
H: -6.618 -1.702 2.735
H: -3.937 0.433 3.765
H: -4.674 1.807 2.881
H: -4.064 0.751 0.714
H: -2.614 0.764 1.751
H: -1.712 -1.004 -0.207
H: 2.684 1.854 -2.229
H: 3.655 1.442 -0.811
H: 2.597 4.228 -1.423
H: 4.382 3.489 -2.977
H: 4.970 4.741 -1.884
H: 5.405 3.055 -1.607
H: 2.818 3.709 1.017
H: 3.984 4.929 0.485
H: 4.502 3.263 0.756

=====

2.
Entry from the OMol25 dataset: C19H15N5O2PbS as an isolated structure in a non-equilibrium geometry (wB97M-V/def2-TZVPD).

Results
Frontier orbital gap (alpha / beta) = 5.47 / 4.87 eV
Strongest force on any atom = 0.065 Eh/bohr
Total charge = +2
LUMO energy (alpha / beta) = -0.35052 / -0.35771 Eh
Total energy = -1747.63160 Ha
ΔE to the lowest compared entry with this formula, charge and spin = 1.348 eV
HOMO energy (alpha / beta) = -15.01 / -14.61 eV

Atoms and positions in Å:
Pb: -1.977 -0.635 1.960
S: -2.282 -2.669 0.269
C: -0.646 -2.707 -0.293
N: -0.310 -3.890 -0.834
N: 0.599 -4.116 -1.689
C: 1.258 -3.275 -2.594
C: 0.646 -2.123 -3.109
C: 1.319 -1.356 -4.032
C: 2.603 -1.720 -4.441
C: 3.192 -2.883 -3.955
C: 2.518 -3.678 -3.051
N: 0.313 -1.783 -0.128
N: 0.134 -0.777 0.632
C: 1.212 0.054 0.834
C: 2.470 -0.158 0.227
C: 3.500 0.714 0.481
C: 3.307 1.804 1.334
C: 2.064 2.030 1.925
C: 1.025 1.166 1.680
H: 0.829 -5.106 -1.754
H: -0.375 -1.886 -2.844
H: 0.840 -0.486 -4.458
H: 3.126 -1.111 -5.165
H: 4.177 -3.170 -4.295
H: 2.968 -4.592 -2.681
H: 2.605 -1.006 -0.428
H: 4.465 0.557 0.020
H: 4.130 2.474 1.543
H: 1.923 2.883 2.575
H: 0.055 1.329 2.140
O: -2.980 2.138 5.308
C: -2.642 1.569 4.309
O: -1.923 0.558 4.060
C: -3.201 2.244 2.926
C: -3.851 3.458 3.067
C: -4.276 4.089 1.906
C: -4.042 3.493 0.674
C: -3.406 2.269 0.634
N: -2.999 1.673 1.765
H: -4.003 3.863 4.056
H: -4.787 5.041 1.972
H: -4.356 3.967 -0.246
H: -3.222 1.755 -0.301